The following is a quantum chemistry calculation of a 12-piece molecular cluster, C58H150N10O20 overall, from the Open Molecules 2025 dataset.

Computed properties:
**DFT total energy**: -4351.387879 Eh
**Highest occupied orbital energy**: -8.35 eV
**HOMO-LUMO gap**: 8.90 eV

Bonds (Å) are listed after each position.
Positions of all 238 atoms, in Å:
1 C 6.24 -4.92 -5.07  O2 1.435, H7 1.090, H8 1.090, H9 1.090
2 O 6.44 -3.62 -5.65  C1 1.435, C3 1.363
3 C 5.66 -2.67 -5.05  O2 1.363, C4 1.532, H10 1.090, H11 1.090
4 C 5.81 -2.14 -3.62  C3 1.532, C5 1.534, N6 1.450, H12 1.090
5 C 4.86 -0.94 -3.50  C4 1.534, H13 1.090, H14 1.090, H15 1.090
6 N 7.19 -1.76 -3.40  C4 1.450, H16 1.010, H17 1.010
7 H 6.59 -5.72 -5.73  C1 1.090
8 H 5.16 -5.06 -4.97  C1 1.090
9 H 6.81 -5.00 -4.15  C1 1.090
10 H 5.93 -1.82 -5.68  C3 1.090
11 H 4.60 -2.86 -5.18  C3 1.090
12 H 5.40 -2.89 -2.94  C4 1.090
13 H 3.82 -1.24 -3.63  C5 1.090
14 H 5.01 -0.28 -4.36  C5 1.090
15 H 4.87 -0.41 -2.55  C5 1.090
16 H 7.59 -1.48 -4.29  N6 1.010
17 H 7.61 -2.67 -3.36  N6 1.010
18 C -3.47 7.63 0.35  O19 1.436, H24 1.090, H25 1.090, H26 1.090
19 O -2.74 7.26 1.53  C18 1.436, C20 1.432
20 C -3.60 6.72 2.54  O19 1.432, C21 1.618, H27 1.090, H28 1.090
21 C -2.80 6.23 3.86  C20 1.618, C22 1.551, N23 1.444, H29 1.090
22 C -2.07 4.91 3.53  C21 1.551, H30 1.090, H31 1.090, H32 1.090
23 N -3.63 6.20 5.04  C21 1.444, H33 1.010, H34 1.010
24 H -2.81 7.90 -0.47  C18 1.090
25 H -4.27 8.37 0.41  C18 1.090
26 H -3.78 6.74 -0.19  C18 1.090
27 H -4.15 7.56 2.96  C20 1.090
28 H -4.37 5.99 2.29  C20 1.090
29 H -2.12 7.07 4.00  C21 1.090
30 H -2.79 4.11 3.33  C22 1.090
31 H -1.37 4.67 4.33  C22 1.090
32 H -1.47 5.09 2.64  C22 1.090
33 H -4.20 7.04 5.08  N23 1.010
34 H -3.30 6.03 5.97  N23 1.010
35 C 1.78 4.18 4.28  O36 1.476, H44 1.090, H45 1.090, H46 1.090
36 O 0.91 3.97 5.45  C35 1.476, C37 1.479
37 C 0.87 2.57 5.94  O36 1.479, C38 1.508, H47 1.090, H48 1.090
38 C -0.01 2.73 7.15  C37 1.508, N39 1.452, H49 1.090, H50 1.090
39 N -1.42 2.90 6.83  C38 1.452, C40 1.464, H51 1.010
40 C -2.24 3.41 7.93  N39 1.464, C41 1.564, H52 1.090, H53 1.090
41 C -2.29 2.44 9.15  C40 1.564, O42 1.375, H54 1.090, H55 1.090
42 O -2.97 2.99 10.21  C41 1.375, C43 1.393
43 C -4.27 2.50 10.36  O42 1.393, H56 1.090, H57 1.090, H58 1.090
44 H 1.44 5.15 3.90  C35 1.090
45 H 1.73 3.49 3.43  C35 1.090
46 H 2.81 4.25 4.63  C35 1.090
47 H 1.88 2.35 6.29  C37 1.090
48 H 0.60 1.86 5.16  C37 1.090
49 H 0.38 3.52 7.79  C38 1.090
50 H 0.02 1.87 7.82  C38 1.090
51 H -1.47 3.32 5.91  N39 1.010
52 H -3.30 3.46 7.65  C40 1.090
53 H -1.80 4.35 8.27  C40 1.090
54 H -1.33 2.07 9.51  C41 1.090
55 H -2.63 1.41 9.00  C41 1.090
56 H -4.22 1.43 10.53  C43 1.090
57 H -4.94 2.63 9.51  C43 1.090
58 H -4.81 2.75 11.28  C43 1.090
59 C 0.85 8.12 1.77  O60 1.451, H68 1.090, H69 1.090, H70 1.090
60 O 1.57 7.41 0.74  C59 1.451, C61 1.459
61 C 1.07 6.06 0.52  O60 1.459, C62 1.576, H71 1.090, H72 1.090
62 C 1.02 5.83 -1.04  C61 1.576, N63 1.474, H73 1.090, H74 1.090
63 N 2.33 5.94 -1.71  C62 1.474, C64 1.502, H75 1.010
64 C 3.15 4.84 -1.10  N63 1.502, C65 1.540, H76 1.090, H77 1.090
65 C 4.67 5.05 -1.21  C64 1.540, O66 1.418, H78 1.090, H79 1.090
66 O 4.95 6.10 -0.30  C65 1.418, C67 1.407
67 C 6.32 6.41 -0.33  O66 1.407, H80 1.090, H81 1.090, H82 1.090
68 H -0.18 8.37 1.51  C59 1.090
69 H 1.22 9.14 1.86  C59 1.090
70 H 0.94 7.60 2.73  C59 1.090
71 H 0.05 6.04 0.88  C61 1.090
72 H 1.57 5.31 1.14  C61 1.090
73 H 0.22 6.36 -1.56  C62 1.090
74 H 0.63 4.81 -1.02  C62 1.090
75 H 2.20 5.67 -2.67  N63 1.010
76 H 2.88 3.98 -1.71  C64 1.090
77 H 2.96 4.40 -0.12  C64 1.090
78 H 5.19 5.24 -2.15  C65 1.090
79 H 5.13 4.11 -0.87  C65 1.090
80 H 6.63 7.26 0.27  C67 1.090
81 H 6.71 6.77 -1.28  C67 1.090
82 H 6.95 5.57 -0.05  C67 1.090
83 C 5.06 0.92 2.17  O84 1.398, H92 1.090, H93 1.090, H94 1.090
84 O 4.70 -0.33 2.68  C83 1.398, C85 1.402
85 C 5.78 -0.86 3.41  O84 1.402, C86 1.531, H95 1.090, H96 1.090
86 C 5.32 -1.89 4.44  C85 1.531, N87 1.473, H97 1.090, H98 1.090
87 N 4.45 -2.96 3.92  C86 1.473, C88 1.463, H99 1.010
88 C 3.82 -4.00 4.75  N87 1.463, C89 1.566, H100 1.090, H101 1.090
89 C 4.81 -4.82 5.64  C88 1.566, O90 1.434, H102 1.090, H103 1.090
90 O 5.19 -4.14 6.85  C89 1.434, C91 1.373
91 C 4.33 -4.27 7.90  O90 1.373, H104 1.090, H105 1.090, H106 1.090
92 H 6.00 0.93 1.63  C83 1.090
93 H 5.03 1.81 2.80  C83 1.090
94 H 4.26 1.19 1.48  C83 1.090
95 H 6.43 -0.10 3.84  C85 1.090
96 H 6.32 -1.45 2.67  C85 1.090
97 H 4.81 -1.28 5.19  C86 1.090
98 H 6.23 -2.36 4.80  C86 1.090
99 H 3.87 -2.68 3.14  N87 1.010
100 H 3.34 -4.70 4.07  C88 1.090
101 H 2.93 -3.61 5.25  C88 1.090
102 H 5.83 -4.94 5.28  C89 1.090
103 H 4.40 -5.82 5.71  C89 1.090
104 H 4.09 -5.33 7.98  C91 1.090
105 H 3.41 -3.74 7.66  C91 1.090
106 H 4.85 -4.01 8.82  C91 1.090
107 C 0.92 -1.13 -4.83  O108 1.471, H116 1.090, H117 1.090, H118 1.090
108 O -0.21 -0.27 -5.22  C107 1.471, C109 1.410
109 C -0.77 0.53 -4.21  O108 1.410, C110 1.592, H119 1.090, H120 1.090
110 C 0.07 1.87 -4.03  C109 1.592, N111 1.481, H121 1.090, H122 1.090
111 N -0.23 2.78 -2.91  C110 1.481, C112 1.438, H123 1.010
112 C -1.65 2.97 -2.77  N111 1.438, C113 1.633, H124 1.090, H125 1.090
113 C -2.19 4.03 -3.89  C112 1.633, O114 1.397, H126 1.090, H127 1.090
114 O -1.68 5.31 -3.65  C113 1.397, C115 1.428
115 C -2.28 6.25 -4.55  O114 1.428, H128 1.090, H129 1.090, H130 1.090
116 H 0.69 -1.80 -4.00  C107 1.090
117 H 1.81 -0.59 -4.50  C107 1.090
118 H 1.11 -1.70 -5.74  C107 1.090
119 H -0.84 0.00 -3.25  C109 1.090
120 H -1.75 0.79 -4.60  C109 1.090
121 H 0.04 2.44 -4.96  C110 1.090
122 H 1.11 1.53 -4.02  C110 1.090
123 H 0.05 3.74 -3.01  N111 1.010
124 H -1.77 3.52 -1.84  C112 1.090
125 H -2.23 2.06 -2.63  C112 1.090
126 H -3.26 4.03 -3.68  C113 1.090
127 H -1.95 3.57 -4.85  C113 1.090
128 H -3.32 6.33 -4.23  C115 1.090
129 H -2.40 5.96 -5.59  C115 1.090
130 H -1.88 7.26 -4.48  C115 1.090
131 C 1.21 -3.99 -2.48  O132 1.471, H140 1.090, H141 1.090, H142 1.090
132 O 2.26 -3.86 -3.50  C131 1.471, C133 1.441
133 C 2.20 -4.76 -4.62  O132 1.441, C134 1.553, H143 1.090, H144 1.090
134 C 2.23 -6.27 -4.26  C133 1.553, N135 1.503, H145 1.090, H146 1.090
135 N 2.10 -7.08 -5.53  C134 1.503, C136 1.471, H147 1.010
136 C 3.19 -6.89 -6.50  N135 1.471, C137 1.533, H148 1.090, H149 1.090
137 C 3.29 -8.01 -7.53  C136 1.533, O138 1.374, H150 1.090, H151 1.090
138 O 3.79 -9.04 -6.76  C137 1.374, C139 1.441
139 C 3.97 -10.27 -7.49  O138 1.441, H152 1.090, H153 1.090, H154 1.090
140 H 0.24 -4.32 -2.85  C131 1.090
141 H 1.10 -3.10 -1.86  C131 1.090
142 H 1.67 -4.67 -1.75  C131 1.090
143 H 3.12 -4.43 -5.10  C133 1.090
144 H 1.35 -4.44 -5.23  C133 1.090
145 H 1.48 -6.48 -3.51  C134 1.090
146 H 3.12 -6.59 -3.70  C134 1.090
147 H 2.06 -8.08 -5.42  N135 1.010
148 H 4.16 -6.73 -6.03  C136 1.090
149 H 3.11 -5.96 -7.06  C136 1.090
150 H 3.84 -7.67 -8.41  C137 1.090
151 H 2.31 -8.12 -7.99  C137 1.090
152 H 4.03 -11.14 -6.84  C139 1.090
153 H 4.82 -10.10 -8.15  C139 1.090
154 H 3.11 -10.44 -8.14  C139 1.090
155 C 1.50 -2.41 2.06  O156 1.443, H164 1.090, H165 1.090, H166 1.090
156 O 0.14 -2.20 1.62  C155 1.443, C157 1.467
157 C -0.94 -3.07 2.11  O156 1.467, C158 1.587, H167 1.090, H168 1.090
158 C -1.49 -2.62 3.52  C157 1.587, N159 1.536, H169 1.090, H170 1.090
159 N -1.75 -1.11 3.55  C158 1.536, C160 1.512, H171 1.010
160 C -1.96 -0.49 4.92  N159 1.512, C161 1.557, H172 1.090, H173 1.090
161 C -0.77 -0.83 5.87  C160 1.557, O162 1.414, H174 1.090, H175 1.090
162 O 0.48 -0.49 5.30  C161 1.414, C163 1.444
163 C 1.41 -0.93 6.31  O162 1.444, H176 1.090, H177 1.090, H178 1.090
164 H 2.19 -2.52 1.22  C155 1.090
165 H 1.60 -3.13 2.87  C155 1.090
166 H 1.90 -1.55 2.58  C155 1.090
167 H -0.70 -4.13 2.12  C157 1.090
168 H -1.80 -2.92 1.46  C157 1.090
169 H -0.79 -2.93 4.30  C158 1.090
170 H -2.44 -3.15 3.65  C158 1.090
171 H -0.88 -0.70 3.25  N159 1.010
172 H -2.87 -0.89 5.36  C160 1.090
173 H -1.99 0.60 4.93  C160 1.090
174 H -0.81 -1.91 5.97  C161 1.090
175 H -0.95 -0.42 6.86  C161 1.090
176 H 1.33 -0.33 7.22  C163 1.090
177 H 2.36 -0.54 5.92  C163 1.090
178 H 1.47 -1.98 6.58  C163 1.090
179 C -4.98 -1.01 1.48  O180 1.401, H188 1.090, H189 1.090, H190 1.090
180 O -6.18 -1.45 0.91  C179 1.401, C181 1.437
181 C -6.36 -2.83 0.54  O180 1.437, C182 1.540, H191 1.090, H192 1.090
182 C -5.27 -3.48 -0.32  C181 1.540, N183 1.492, H193 1.090, H194 1.090
183 N -5.30 -3.12 -1.77  C182 1.492, C184 1.426, H195 1.010
184 C -4.41 -4.01 -2.43  N183 1.426, C185 1.581, H196 1.090, H197 1.090
185 C -2.85 -3.84 -2.28  C184 1.581, O186 1.480, H198 1.090, H199 1.090
186 O -1.99 -4.72 -3.10  C185 1.480, C187 1.359
187 C -2.35 -4.72 -4.41  O186 1.359, H200 1.090, H201 1.090, H202 1.090
188 H -4.64 -1.45 2.42  C179 1.090
189 H -5.03 0.08 1.44  C179 1.090
190 H -4.13 -1.21 0.82  C179 1.090
191 H -7.29 -2.98 -0.02  C181 1.090
192 H -6.51 -3.55 1.35  C181 1.090
193 H -5.55 -4.54 -0.30  C182 1.090
194 H -4.30 -3.36 0.15  C182 1.090
195 H -6.24 -3.25 -2.12  N183 1.010
196 H -4.71 -3.75 -3.44  C184 1.090
197 H -4.79 -5.03 -2.34  C184 1.090
198 H -2.59 -3.94 -1.23  C185 1.090
199 H -2.59 -2.82 -2.58  C185 1.090
200 H -3.35 -5.11 -4.60  C187 1.090
201 H -1.61 -5.37 -4.89  C187 1.090
202 H -2.08 -3.77 -4.87  C187 1.090
203 C -7.41 -5.11 -3.84  O204 1.425, H212 1.090, H213 1.090, H214 1.090
204 O -7.60 -3.98 -2.98  C203 1.425, C205 1.431
205 C -8.04 -2.90 -3.80  O204 1.431, C206 1.589, H215 1.090, H216 1.090
206 C -8.29 -1.54 -3.02  C205 1.589, N207 1.450, H217 1.090, H218 1.090
207 N -7.02 -0.87 -2.84  C206 1.450, C208 1.475, H219 1.010
208 C -7.01 0.39 -2.07  N207 1.475, C209 1.549, H220 1.090, H221 1.090
209 C -5.69 1.14 -2.37  C208 1.549, O210 1.481, H222 1.090, H223 1.090
210 O -5.58 2.60 -2.16  C209 1.481, C211 1.444
211 C -5.23 2.91 -0.79  O210 1.444, H224 1.090, H225 1.090, H226 1.090
212 H -6.80 -5.66 -3.12  C203 1.090
213 H -6.93 -4.92 -4.79  C203 1.090
214 H -8.31 -5.67 -4.11  C203 1.090
215 H -8.93 -3.07 -4.41  C205 1.090
216 H -7.30 -2.56 -4.53  C205 1.090
217 H -8.82 -1.88 -2.13  C206 1.090
218 H -8.90 -0.77 -3.50  C206 1.090
219 H -6.34 -1.41 -2.31  N207 1.010
220 H -7.24 0.29 -1.01  C208 1.090
221 H -7.89 0.97 -2.34  C208 1.090
222 H -5.50 1.03 -3.43  C209 1.090
223 H -4.87 0.64 -1.86  C209 1.090
224 H -4.16 2.84 -0.62  C211 1.090
225 H -5.85 2.33 -0.11  C211 1.090
226 H -5.41 3.98 -0.68  C211 1.090
227 C 1.05 0.81 -0.22  O228 1.436, H229 1.090, H230 1.090, H231 1.090
228 O 1.05 2.23 -0.44  C227 1.436, H232 0.960
229 H 0.99 0.60 0.85  C227 1.090
230 H 0.11 0.48 -0.66  C227 1.090
231 H 1.83 0.30 -0.79  C227 1.090
232 H 0.64 2.40 -1.29  O228 0.960
233 C 4.07 2.04 -5.23  O234 1.440, H235 1.090, H236 1.090, H237 1.090
234 O 3.67 2.53 -6.53  C233 1.440, H238 0.960
235 H 3.87 2.70 -4.39  C233 1.090
236 H 3.56 1.09 -5.07  C233 1.090
237 H 5.15 1.95 -5.13  C233 1.090
238 H 3.18 3.35 -6.50  O234 0.960